# C30H82N6O10

8 unconnected molecules or ions with the total composition C30H82N6O10 (the ωB97M-V functional and the def2-TZVPD basis, OMol25).

Properties
Multiplicity: 2
Gap between HOMO and LUMO (spin up / spin down): 7.8 / 2.4 eV
<S²>: 0.754
LUMO energy (spin up / spin down): -2.67 / -8.04 eV
Total charge: +1
HOMO (spin up / spin down): -10.444 / -10.444 eV

Geometry (Å):
C (0.319, 4.603, -0.704)
O (-0.066, 4.569, 0.642)
H (0.915, 3.725, -0.953)
H (-0.540, 4.431, -1.353)
H (0.934, 5.499, -0.778)
H (-0.619, 3.867, 0.994)
C (3.993, 3.117, -1.161)
O (5.016, 3.954, -0.768)
H (3.730, 2.391, -0.392)
H (3.210, 3.834, -1.409)
H (4.189, 2.564, -2.079)
H (5.786, 3.408, -0.593)
C (-2.364, -0.266, 4.373)
O (-2.091, 1.184, 4.373)
C (-3.157, 1.907, 4.905)
C (-2.876, 3.375, 4.796)
N (-4.020, 4.172, 5.235)
C (-3.827, 5.580, 5.077)
C (-5.095, 6.394, 5.170)
O (-6.198, 5.851, 4.437)
C (-7.247, 6.680, 4.142)
H (-1.464, -0.777, 4.030)
H (-3.160, -0.481, 3.660)
H (-2.738, -0.622, 5.333)
H (-3.370, 1.532, 5.906)
H (-4.085, 1.733, 4.360)
H (-2.568, 3.491, 3.757)
H (-1.952, 3.597, 5.330)
H (-4.911, 4.008, 4.788)
H (-3.313, 5.728, 4.127)
H (-3.082, 5.874, 5.816)
H (-4.883, 7.327, 4.648)
H (-5.403, 6.586, 6.198)
H (-7.558, 7.371, 4.926)
H (-8.094, 6.029, 3.922)
H (-6.976, 7.229, 3.240)
C (-2.212, 0.152, -4.094)
O (-0.927, 0.457, -3.606)
C (-0.561, 1.761, -3.985)
C (0.932, 1.807, -4.190)
N (1.584, 0.826, -3.307)
C (2.924, 0.641, -3.953)
C (3.969, -0.258, -3.179)
O (5.204, -0.406, -3.851)
C (5.267, -1.421, -4.803)
H (-3.027, 0.867, -3.979)
H (-2.423, -0.715, -3.468)
H (-2.127, -0.008, -5.168)
H (-0.868, 2.506, -3.251)
H (-1.148, 2.149, -4.818)
H (1.376, 2.775, -3.956)
H (1.086, 1.679, -5.261)
H (1.052, -0.029, -3.231)
H (3.467, 1.555, -4.194)
H (2.855, 0.159, -4.928)
H (3.480, -1.175, -2.850)
H (4.352, 0.251, -2.294)
H (4.985, -1.064, -5.794)
H (4.906, -2.420, -4.558)
H (6.318, -1.640, -4.995)
C (-2.502, 2.084, 0.201)
C (-1.453, 1.192, 0.864)
C (-0.426, 0.580, -0.193)
O (0.511, -0.307, 0.379)
C (1.727, -0.615, -0.306)
N (-0.678, 2.127, 1.750)
H (-2.176, 2.529, -0.739)
H (-2.980, 2.877, 0.775)
H (-3.318, 1.429, -0.107)
H (-1.955, 0.417, 1.443)
H (0.137, 1.476, -0.458)
H (-0.881, 0.099, -1.058)
H (2.272, 0.267, -0.643)
H (1.454, -1.202, -1.183)
H (2.406, -1.215, 0.300)
H (0.178, 1.714, 2.093)
H (-1.221, 1.945, 2.583)
C (3.934, -6.423, -0.422)
C (3.618, -5.652, -1.671)
C (3.424, -4.191, -1.301)
O (2.965, -3.271, -2.284)
C (2.042, -3.690, -3.320)
N (4.736, -5.931, -2.569)
H (4.884, -5.992, -0.105)
H (3.908, -7.507, -0.532)
H (3.311, -6.216, 0.449)
H (2.721, -6.137, -2.055)
H (4.360, -3.754, -0.952)
H (2.585, -4.126, -0.608)
H (1.816, -2.789, -3.890)
H (1.112, -4.175, -3.022)
H (2.424, -4.476, -3.971)
H (4.350, -5.877, -3.501)
H (5.433, -5.205, -2.488)
C (1.252, -0.961, 5.035)
C (1.297, -0.638, 3.555)
C (2.505, 0.277, 3.076)
O (2.539, 1.573, 3.698)
C (3.301, 2.512, 2.967)
N (1.209, -1.944, 2.854)
H (0.319, -1.471, 5.275)
H (1.203, -0.211, 5.825)
H (2.133, -1.499, 5.383)
H (0.515, 0.050, 3.232)
H (2.345, 0.365, 2.001)
H (3.502, -0.148, 3.183)
H (3.134, 3.444, 3.506)
H (2.839, 2.622, 1.985)
H (4.363, 2.288, 2.861)
H (0.388, -2.500, 3.047)
H (0.918, -1.611, 1.946)
C (-4.738, -5.585, -1.886)
C (-3.631, -5.502, -2.940)
C (-2.807, -4.219, -3.009)
O (-1.711, -4.197, -2.057)
C (-1.310, -3.010, -1.524)
N (-2.678, -6.617, -2.874)
H (-4.273, -5.603, -0.900)
H (-5.273, -6.533, -1.936)
H (-5.429, -4.753, -2.026)
H (-4.059, -5.617, -3.936)
H (-3.392, -3.317, -2.830)
H (-2.401, -3.986, -3.993)
H (-1.130, -2.268, -2.302)
H (-0.329, -3.082, -1.055)
H (-1.971, -2.532, -0.800)
H (-2.486, -6.902, -1.925)
H (-1.759, -6.325, -3.172)

Löwdin population analysis, charges in e, atoms 1 to 8: -0.169 -0.158 0.045 0.064 0.092 -0.002 -0.185 -0.094